{
  "formula": "C12H36N3O4",
  "method": "ωB97M-V/def2-TZVPD",
  "charge": 1,
  "spin_multiplicity": 1,
  "fmax_ha_per_bohr": 0.0303,
  "de_lowest_kcal_mol": 0.00,
  "homo_ha": -0.458,
  "orbital_gap_ev": 10.5,
  "total_energy_ev": -25681.463,
  "e_lumo_ev": -2.02,
  "symbols": ["O", "H", "H", "C", "H", "H", "H", "O", "H", "N", "H", "H", "H", "H", "H", "H", "H", "C", "O", "N", "C", "H", "H", "H", "H", "H", "H", "C", "C", "C", "H", "C", "H", "H", "H", "H", "H", "C", "H", "H", "C", "C", "C", "C", "O", "H", "H", "H", "N", "H", "H", "H", "H", "H", "H"],
  "xyz": [[0.7384, -0.4103, -0.2149], [-0.3676, 2.6963, 4.7887], [-4.0684, -1.1355, 0.4946], [1.3686, -0.2715, 3.2108], [-2.8654, -2.0122, 1.3732], [1.7091, 1.3813, -3.4895], [2.9626, 0.5208, -2.5343], [-2.1846, -0.2790, 0.4843], [-3.3455, 0.7404, -0.8549], [0.8811, -2.9284, -1.3999], [-1.4456, -3.1913, -2.8900], [-1.3372, 2.3339, 0.8016], [1.3539, -0.6096, 4.2502], [3.5562, 0.0628, 3.4342], [1.1242, -2.1482, 2.4260], [-1.9166, 4.0872, -0.8533], [0.1743, 0.3610, -0.6132], [-2.8270, 0.9109, 0.0952], [1.3868, 1.9532, 3.9545], [-0.7827, 1.7132, -1.1674], [-2.5964, 3.2587, -0.6264], [1.7190, -1.9223, -4.5642], [-3.1261, 3.1707, -1.5820], [2.9221, 0.2583, 1.7647], [0.4806, 3.8064, 3.6719], [-0.3583, 0.9773, 3.3229], [1.7489, -3.4068, -1.1549], [0.6106, 3.0337, 4.4411], [-3.0142, -1.4157, 0.4623], [2.2710, 0.4593, -3.3818], [0.5418, -0.6850, 0.7650], [2.8193, -0.2793, 2.7115], [0.6976, -1.2244, -0.8484], [2.7600, -2.0815, -3.1033], [2.8918, 0.2940, -4.2656], [0.2245, -3.5582, -0.9428], [3.1466, -1.2866, 2.4315], [1.7516, -1.8729, -3.4730], [0.8447, -3.8561, -3.2726], [-3.5118, 1.2621, 0.8703], [0.7421, -2.8419, -2.8748], [-0.6998, -2.4731, -3.2265], [0.7047, 1.1041, 3.0872], [-1.8148, 2.0468, -0.1338], [1.3317, -0.5679, -3.1195], [-0.8202, -2.2540, -4.2873], [-0.2847, 2.5698, -1.3978], [0.7971, 1.3710, 2.0271], [0.6392, -1.2560, 2.3734], [-2.7737, -2.1263, -0.3295], [-3.3316, 3.6405, 0.0869], [-1.0014, -1.5319, -2.7501], [-0.2581, -1.4917, 2.8011], [-1.3581, 1.5864, -2.0035], [1.1893, 3.5176, 5.2250]],
  "atomic_forces_ev_per_a": [[-0.28, -0.01, -0.80], [0.04, 0.03, 0.17], [-0.03, -0.10, -0.42], [0.68, -0.54, -0.19], [0.16, 0.33, 0.08], [0.08, 0.12, -0.01], [-0.01, 0.24, 0.00], [0.54, 0.00, 0.12], [-0.29, 0.09, 0.07], [0.52, 0.25, 0.53], [0.23, -0.38, -0.19], [0.24, -0.27, 0.05], [-0.06, 0.26, 0.07], [-0.23, 0.36, 0.01], [0.28, 0.15, -0.17], [0.12, -0.01, 0.41], [-0.01, -0.17, 0.31], [0.95, 0.30, -0.45], [-0.28, 0.17, 0.12], [-0.71, -0.42, 0.33], [-0.17, 1.16, -0.17], [0.24, -0.41, -0.05], [-0.02, -0.76, 0.12], [-0.06, 0.37, 0.21], [-0.18, -0.17, -0.11], [-0.09, 0.32, 0.15], [0.25, 0.51, -0.26], [0.37, 0.48, -0.42], [-0.25, -0.65, 1.03], [0.33, -0.27, 0.50], [-0.01, -0.12, -0.11], [0.17, -0.27, -0.39], [0.30, 0.11, 0.80], [0.09, -0.01, -0.05], [-0.30, -0.15, -0.22], [-0.57, 0.26, -0.58], [-0.22, -0.17, 0.32], [-0.53, 0.24, 0.10], [0.63, 0.15, -0.34], [-0.27, -0.12, -0.08], [-1.12, -1.07, 0.05], [-0.24, 1.21, 0.34], [0.43, -1.32, -0.04], [-0.59, 0.32, -0.63], [-0.12, 0.05, 0.09], [0.06, -0.42, -0.08], [0.24, -0.04, 0.30], [-0.08, 0.50, -0.04], [-0.66, -0.14, -0.10], [-0.15, 0.42, -0.54], [0.13, -0.14, 0.09], [0.25, -0.02, 0.12], [-0.05, 0.44, -0.19], [0.39, -0.47, -0.10], [-0.15, -0.24, 0.22]]
}


{
  "formula": "C3H3I",
  "method": "ωB97M-V/def2-TZVPD",
  "charge": 0,
  "spin_multiplicity": 1,
  "fmax_ha_per_bohr": 0.0488,
  "de_lowest_kcal_mol": 44.34,
  "homo_ha": [-0.315, -0.311],
  "orbital_gap_ev": [7.1, 7.0],
  "total_energy_ev": -11255.886,
  "e_lumo_ev": [-1.47, -1.43],
  "symbols": ["C", "C", "I", "H", "C", "H", "H"],
  "xyz": [[-0.5089, 0.0967, 0.1995], [-0.1277, 1.2407, 1.0422], [1.8347, 1.2895, 1.6970], [-1.5699, -0.0673, 0.4084], [-0.0019, -0.6763, -0.8205], [-0.6406, -1.3436, -1.3681], [1.0144, -0.5397, -1.1585]],
  "atomic_forces_ev_per_a": [[-0.22, -0.59, -0.23], [0.23, -0.71, -1.07], [-0.06, -0.24, -0.14], [-0.02, -0.13, -0.10], [0.09, 1.89, 1.66], [-0.15, -0.20, -0.02], [0.14, -0.02, -0.09]]
}


{
  "formula": "C37H28ClDyFN4O6P",
  "method": "ωB97M-V/def2-TZVPD",
  "charge": 2,
  "spin_multiplicity": 6,
  "fmax_ha_per_bohr": 0.0477,
  "homo_ha": [-0.517, -0.516],
  "orbital_gap_ev": [7.0, 7.5],
  "total_energy_ev": -105670.785,
  "e_lumo_ev": [-7.02, -6.57],
  "symbols": ["C", "C", "C", "C", "H", "H", "C", "O", "C", "C", "H", "C", "C", "C", "H", "C", "C", "H", "C", "H", "H", "C", "C", "C", "O", "H", "H", "H", "H", "Dy", "C", "H", "H", "C", "Cl", "N", "H", "H", "N", "O", "H", "N", "C", "H", "P", "H", "C", "F", "C", "C", "H", "C", "H", "C", "H", "C", "C", "C", "C", "C", "C", "H", "H", "C", "C", "O", "N", "C", "H", "C", "C", "O", "C", "O", "H", "H", "H", "C", "H"],
  "xyz": [[-0.1450, 0.0078, 5.1297], [-3.9825, 1.2943, 0.1370], [2.5425, -5.2741, -2.5118], [-1.7756, 1.4028, -3.1466], [5.7868, 1.6364, -1.7995], [-1.8338, 5.0165, 2.9663], [1.4733, -3.8566, -0.9300], [0.8424, -0.9345, -2.7783], [3.7963, 1.3972, -1.0310], [-1.4437, -0.4101, 4.8558], [1.7806, 0.4196, 4.3236], [-1.5555, 3.1557, 0.1568], [-1.9464, 4.1113, -0.7799], [-5.3274, -0.6265, -0.3685], [-1.0600, -1.2616, 1.5860], [-2.5866, -0.2448, 5.8301], [-0.8235, -0.8797, 2.5774], [-1.4347, -0.6722, 7.3463], [4.8931, -0.1228, 0.9335], [-2.7911, -1.1640, 3.3847], [-2.1184, 1.4072, -5.2556], [-2.8460, 0.6374, -0.3285], [3.5252, 0.1388, 0.8687], [-4.2027, -1.3236, -0.7868], [0.9622, -2.7821, -0.5483], [1.1266, 2.3405, -1.6448], [3.0709, -0.6116, 2.8679], [-4.2888, -2.3430, -1.1295], [1.1302, -4.7591, 0.8445], [0.8807, -0.3911, -0.7133], [1.8479, -1.6447, -2.5458], [3.3488, 2.0247, -1.7918], [-2.6288, 6.1102, -1.0790], [2.6231, -0.3112, 1.9200], [-1.5380, -1.5544, -1.2408], [1.5309, -4.9082, -0.0790], [2.9204, -5.3614, -3.5205], [1.8200, 2.5200, -4.0399], [2.9716, 0.8721, -0.1278], [-2.3238, -0.3641, 7.1255], [-2.6268, 6.6687, 1.3220], [1.9898, -4.0544, -2.1756], [-2.3243, 5.3722, -0.3535], [-3.8893, 2.2994, 0.5184], [-1.1949, 1.4375, -0.3235], [-2.7883, 1.1115, -2.9011], [-1.4859, 3.4944, 1.5076], [3.1371, -7.4570, -2.0204], [-2.9754, -0.6889, -0.7552], [-0.1014, 1.9485, -4.7883], [-6.0885, 1.1929, 0.4638], [0.4505, 2.0452, -2.4547], [5.2828, -0.7245, 1.7401], [2.0763, -6.1986, -0.2842], [0.1883, 2.0534, -5.8223], [5.7247, 0.3857, -0.0529], [-0.8540, 1.6334, -2.1311], [2.5997, -6.3060, -1.6505], [-5.2161, 0.6676, 0.1107], [-2.3047, 5.6921, 0.9952], [-1.8741, 4.7559, 1.9218], [1.1160, -3.1634, -3.8848], [-1.1422, 2.7646, 2.2278], [0.4726, -0.4178, 2.8349], [5.1708, 1.1909, -1.0341], [-3.6829, 0.0110, 5.4209], [1.3462, -0.2895, 1.7506], [1.9638, -3.0211, -3.2041], [2.9029, -3.0572, -3.7649], [-1.7724, -0.8606, 3.5749], [0.8026, 0.0150, 4.1234], [2.0691, -7.0054, 0.5922], [-1.3968, 1.5735, -4.4705], [2.7283, -1.2797, -1.7391], [-1.9587, 3.8752, -1.8344], [-6.2905, -1.1055, -0.4149], [0.1251, 0.3837, 6.1069], [0.8213, 2.1983, -3.7809], [6.7809, 0.1697, -0.0461]],
  "atomic_forces_ev_per_a": [[-0.30, -0.18, -0.04], [0.22, -0.06, -0.13], [0.17, -0.97, 0.32], [0.09, -0.04, 0.05], [-0.01, 0.08, -0.05], [0.00, 0.01, 0.17], [0.13, -0.22, -0.10], [-0.52, -0.13, -1.32], [0.03, 0.11, -0.05], [-0.01, 0.11, -0.10], [0.16, 0.11, 0.04], [0.37, -0.16, 0.23], [-0.02, -0.15, 0.02], [0.07, 0.08, 0.01], [-0.11, 0.08, 0.11], [0.19, -0.08, -0.67], [0.37, 0.01, -0.08], [-0.08, 0.01, -0.28], [-0.54, 0.05, 0.03], [-0.06, -0.03, -0.03], [-0.06, -0.01, -0.08], [0.35, -0.22, 0.18], [0.60, 0.25, -0.51], [0.22, -0.11, -0.12], [-0.30, 0.22, 0.14], [0.00, -0.08, -0.14], [-0.02, 0.05, 0.00], [0.03, -0.09, -0.05], [0.09, 0.00, -0.21], [0.26, 0.95, 1.80], [1.44, -1.35, -1.45], [-0.05, -0.09, -0.06], [-0.06, 0.06, -0.07], [-0.82, -0.15, 0.36], [-0.78, -0.50, -0.09], [-0.15, 0.28, 0.22], [0.03, -0.07, 0.03], [0.06, 0.05, 0.01], [0.30, -0.15, 0.24], [-0.11, 0.04, 0.66], [0.03, 0.10, 0.03], [-0.18, 0.30, 0.60], [0.03, 0.06, -0.05], [-0.05, 0.11, -0.01], [-1.16, 0.89, -0.70], [-0.03, -0.04, -0.04], [-0.04, -0.13, -0.13], [-0.08, 0.12, 0.15], [-0.48, 0.74, 0.40], [0.12, 0.00, 0.11], [-0.11, 0.05, 0.03], [-0.38, 0.08, 0.22], [0.05, -0.03, 0.09], [0.05, 0.29, -0.33], [0.03, 0.05, -0.08], [-0.18, 0.13, -0.11], [0.36, -0.06, 0.36], [0.08, 0.19, -0.48], [-0.03, -0.07, -0.03], [-0.03, -0.09, -0.02], [0.03, 0.08, 0.08], [0.20, -0.04, 0.14], [-0.01, -0.07, 0.13], [-0.71, -0.16, 0.76], [-0.06, -0.17, 0.20], [0.03, -0.06, 0.23], [1.26, -0.05, -0.30], [-0.38, 0.57, -0.06], [-0.14, -0.01, 0.11], [-0.03, 0.01, 0.22], [0.07, -0.06, -0.46], [0.07, -0.26, 0.02], [-0.08, -0.10, 0.11], [0.58, -0.04, -0.18], [-0.06, 0.00, -0.04], [-0.14, -0.11, 0.04], [0.00, 0.05, 0.05], [0.06, 0.01, -0.06], [0.12, 0.01, 0.03]]
}


{
  "formula": "C42H38ClF11NO5S2",
  "method": "ωB97M-V/def2-TZVPD",
  "charge": 1,
  "spin_multiplicity": 1,
  "fmax_ha_per_bohr": 0.1852,
  "homo_ha": -0.386,
  "orbital_gap_ev": 5.8,
  "total_energy_ev": -119954.101,
  "e_lumo_ev": -4.68,
  "symbols": ["O", "H", "H", "C", "C", "H", "C", "H", "C", "H", "C", "O", "H", "C", "H", "C", "H", "C", "H", "H", "C", "C", "F", "O", "H", "C", "S", "C", "F", "C", "F", "C", "C", "H", "H", "H", "H", "C", "F", "C", "H", "C", "C", "S", "C", "C", "H", "H", "C", "C", "F", "C", "O", "C", "N", "C", "C", "H", "H", "C", "H", "Cl", "C", "H", "C", "C", "H", "H", "F", "H", "C", "H", "C", "H", "O", "C", "H", "H", "C", "F", "H", "H", "C", "C", "H", "F", "C", "C", "H", "F", "C", "H", "H", "H", "C", "F", "H", "H", "C", "F"],
  "xyz": [[-8.8103, -0.9698, -0.8978], [-4.3726, 0.9000, 0.8426], [8.3968, 1.9007, -2.8315], [-0.5434, 1.2210, -0.4392], [0.7277, 0.7530, 0.5341], [8.0668, 6.1119, -0.2200], [-6.5774, 0.7829, -1.9658], [-7.1631, 0.0369, -2.6539], [0.9981, -0.8710, 0.6765], [-7.0038, 1.8410, -2.2281], [8.1440, 5.1929, -0.7959], [-6.7348, -2.2493, -1.4304], [-1.9675, -2.2252, -1.6223], [0.0330, -4.8713, 5.9723], [0.2043, -3.1514, 0.0354], [1.7073, 4.2330, -0.5590], [1.9827, -2.0437, 2.5069], [-6.1422, -4.3860, 0.9349], [4.9148, -2.2046, -2.6370], [-0.6919, 2.3969, -0.5237], [2.4470, 6.4814, -0.9913], [1.7238, -3.3922, 5.1103], [-6.6496, -1.5753, 2.3630], [-4.3879, -1.6437, -3.9093], [-6.0637, 1.6980, -4.3938], [5.1091, -2.7617, -0.5743], [-7.3601, -1.3055, -0.3736], [0.9130, -5.2764, 6.9789], [-6.1282, -5.3202, -0.2500], [-7.5890, -2.0592, 1.3257], [-5.8402, -5.1920, 2.1766], [-7.6192, -3.7103, 1.1595], [2.1984, -4.7371, 7.0476], [3.6067, -3.3714, 6.1383], [0.8699, 5.9628, 0.3946], [5.5495, -3.2577, 1.4660], [4.0314, 6.6789, -2.4396], [2.6344, 3.7342, -1.4673], [-5.0315, -3.4223, 0.7464], [-1.5263, 0.1273, -1.2313], [-2.4411, 1.8870, -2.3930], [7.3025, -2.5802, 0.3968], [-6.4458, 0.3656, -0.3514], [-5.1166, -0.6179, -4.8608], [2.2828, -1.3743, 1.5953], [-4.2223, 0.6407, -1.5902], [2.6990, 2.6643, -1.6353], [-4.6113, -0.8131, 0.0810], [-6.5035, 2.6684, 1.1829], [5.9512, -2.9012, 0.5233], [-8.1974, -4.3301, 2.3973], [-1.2428, -1.4896, -1.0402], [-6.2045, 3.8824, 0.6809], [7.0459, 4.7295, -1.5201], [-5.1832, 0.8427, -2.5496], [6.9408, -1.9694, -1.9182], [3.4697, 4.6177, -2.1505], [-8.0874, 2.0957, -0.3537], [2.8801, -5.0509, 7.8344], [2.6081, -3.7943, 6.1051], [10.3765, 2.7365, -1.5607], [-5.9585, 2.2758, 2.9246], [7.7954, -2.1124, -0.8223], [4.1917, 4.2375, -2.8692], [0.4394, -3.9200, 5.0366], [-4.8076, 0.3405, -0.0884], [-8.0867, 1.0292, 1.2002], [10.1994, 4.8385, -0.2507], [0.9010, 3.3849, 0.0930], [2.9682, -2.0053, 0.8490], [0.0127, -1.9803, -0.0795], [-0.9664, -5.2957, 5.9186], [-2.7004, 0.7531, -2.1891], [6.1106, 5.2793, -1.5260], [-4.3482, -0.6245, -6.2117], [3.3772, 5.9894, -1.9102], [7.3264, -1.6012, -2.8657], [-4.1614, 1.7062, -4.3699], [1.6041, 5.5984, -0.3164], [-8.9740, -1.6920, 1.8027], [2.9288, -0.4275, 1.8789], [8.8485, -1.8577, -0.9206], [-7.3572, 1.5107, 0.3877], [7.1531, 3.5470, -2.2437], [-2.5919, 0.2078, -3.2449], [2.1153, -2.4823, 4.2085], [8.3398, 2.8225, -2.2618], [5.5917, -2.3013, -1.7944], [-0.2331, -3.5871, 4.2527], [3.8123, -3.0756, -0.4545], [-5.1108, 1.1066, -4.0373], [7.9703, -2.6945, 1.2472], [0.5941, -6.0151, 7.7112], [1.4411, 1.5198, 1.0889], [9.4418, 3.2915, -1.5467], [-8.5897, -4.0711, 0.0591], [2.3795, 7.5500, -0.8029], [-6.4508, -1.0841, -4.9543], [9.3411, 4.4754, -0.8119], [6.0965, 3.0988, -2.9347]],
  "atomic_forces_ev_per_a": [[5.22, -0.52, 3.01], [-0.82, -0.70, -2.16], [-0.04, 0.10, 0.03], [0.83, -3.29, 0.71], [-2.78, -3.77, -2.38], [-0.02, -0.17, -0.13], [-0.41, -0.09, -1.66], [0.83, 1.14, 1.77], [-2.23, 1.20, -1.25], [0.46, -1.92, 1.25], [0.14, -0.37, -0.19], [-0.62, 2.87, 4.67], [1.86, 1.51, 1.43], [0.45, 0.11, 0.14], [-0.38, 2.96, -0.25], [1.02, 1.09, -0.79], [0.48, 1.77, -2.35], [2.57, -2.91, -0.25], [0.03, -0.02, 0.11], [-0.01, -3.08, -0.06], [0.12, -0.39, -0.16], [-0.43, -1.06, 1.08], [-2.75, -1.57, -3.57], [-3.38, 4.23, -2.33], [1.81, -1.20, 0.91], [1.45, 0.32, -0.17], [-4.30, -0.63, -7.43], [-0.04, 0.04, -0.06], [-0.08, 3.62, 4.55], [-2.16, -0.22, 4.05], [-0.79, 2.99, -4.71], [-2.77, -1.89, 0.73], [-0.33, 0.05, -0.27], [-0.11, -0.01, -0.02], [0.08, -0.06, -0.04], [0.01, 0.00, -0.10], [-0.13, -0.12, 0.08], [-0.11, -0.11, 0.08], [-3.95, -3.03, 0.72], [3.13, -0.49, 2.79], [-0.74, -2.11, 0.68], [-0.16, 0.10, -0.38], [0.19, 2.69, -1.54], [6.68, -5.13, -1.41], [-0.04, 0.13, -1.91], [0.07, 0.82, -2.94], [-0.03, 0.07, 0.02], [0.20, 2.23, -0.36], [1.59, 6.09, -2.53], [-0.13, -0.02, 0.01], [1.96, 2.46, -4.16], [2.12, 3.05, 1.72], [-2.16, -8.69, 3.24], [-0.08, -0.03, -0.06], [0.81, -0.38, 3.44], [-0.05, -0.15, 0.46], [-0.26, 0.26, 0.14], [1.91, -1.44, 1.52], [-0.10, 0.08, -0.18], [0.02, 0.09, -0.10], [-0.20, 0.08, -0.02], [-0.79, 0.28, -2.47], [-0.07, 0.00, -0.03], [-0.24, 0.06, 0.22], [0.05, 0.07, -0.08], [-0.76, -2.05, -1.43], [1.74, 0.94, -1.68], [-0.17, -0.07, -0.11], [-0.01, 0.41, 0.36], [-1.75, 1.46, 1.95], [-1.05, 3.64, -0.85], [0.18, 0.11, -0.01], [1.36, -0.79, 0.60], [0.10, -0.09, 0.02], [-3.75, 1.26, 4.31], [-0.11, -0.02, 0.09], [-0.11, -0.09, 0.16], [-1.71, -1.53, 0.67], [-0.09, -0.07, 0.06], [4.75, -0.99, -1.62], [-1.55, -1.93, -0.29], [-0.21, -0.06, 0.03], [-1.21, 0.53, 1.59], [1.09, 0.44, 0.71], [-0.80, 1.00, 2.37], [0.17, 0.12, 0.39], [-0.08, -0.04, -0.05], [-0.11, 0.01, 0.00], [0.08, -0.01, 0.05], [-0.26, -0.37, -0.27], [-0.14, 0.70, 0.06], [-0.16, 0.02, -0.14], [0.07, 0.15, -0.15], [-1.86, -1.94, -1.41], [-0.35, 0.32, 0.09], [3.63, 1.49, 3.70], [-0.03, -0.21, -0.01], [0.94, 0.92, -0.02], [-0.02, -0.05, -0.03], [-0.22, -0.22, -0.25]]
}